[1]
The following is a quantum chemistry calculation of C5H12N2O in the gas phase in a non-equilibrium geometry, from OMol25.

Last columns: bonded neighbours and bond lengths (Å).
CARTESIAN COORDINATES (ANGSTROEM)
1 C 0.595 0.140 -0.074  C2 1.442, C5 1.500, N6 1.441, O8 1.536
2 C -0.651 -0.406 0.403  C1 1.442, C3 1.605, N6 1.462, H10 1.081
3 C -1.963 0.386 -0.076  C2 1.605, N7 1.441, H13 1.093, H14 1.103
4 C 2.689 -0.946 0.759  O8 1.407, H15 1.097, H16 1.092, H17 1.099
5 C 0.893 1.369 -0.880  C1 1.500, H18 1.090, H19 1.088, H20 1.088
6 N 0.131 -1.115 -0.609  C1 1.441, C2 1.462, H9 1.017
7 N -3.103 -0.082 0.670  C3 1.441, H11 1.013, H12 1.013
8 O 1.588 -0.126 1.068  C1 1.536, C4 1.407
9 H -0.243 -1.046 -1.552  N6 1.017
10 H -0.762 -0.858 1.379  C2 1.081
11 H -3.225 -1.084 0.582  N7 1.013
12 H -3.883 0.561 0.598  N7 1.013
13 H -1.886 1.467 0.065  C3 1.093
14 H -2.071 0.217 -1.161  C3 1.103
15 H 2.357 -1.971 0.556  C4 1.097
16 H 3.366 -0.928 1.615  C4 1.092
17 H 3.239 -0.603 -0.128  C4 1.099
18 H 1.900 1.288 -1.289  C5 1.090
19 H 0.177 1.494 -1.689  C5 1.088
20 H 0.852 2.243 -0.234  C5 1.088

The calculation puts the gap between HOMO and LUMO at 9.9 eV. For the LUMO energy, the calculation gives 0.923 eV. Its energy relative to the best compared isomer or geometry (same formula, charge and spin) is 3.2291 eV. Its multiplicity is 1. The calculation puts the total energy at -10405.1949 eV. Its SMILES is CO[C@@]1(C)N[C@@H]1CN.



[2]
The following is a quantum chemistry calculation of 3 unconnected molecules or ions with the total composition C5H12N2O in a non-equilibrium geometry, from OMol25.

Last columns: bonded neighbours and bond lengths (Å).
CARTESIAN COORDINATES (ANGSTROEM)
1 C -0.017 0.293 -0.686  N4 1.326, N5 1.379, H10 1.094
2 C -2.285 0.578 0.272  O8 1.376, H13 1.083, H14 1.089
3 C -0.068 -0.749 1.445  N4 1.453, H16 1.099, H17 1.093, H18 1.090
4 N -0.178 0.443 0.622  C1 1.326, C3 1.453
5 N -0.195 1.364 -1.536  C1 1.379, H11 1.009, H12 1.012
6 C 2.162 0.291 -0.309  C7 1.323, H15 1.089
7 C 2.759 -0.889 -0.368  C6 1.323, H19 1.092, H20 1.094
8 O -2.977 -0.380 0.975  C2 1.376, H9 0.966
9 H -3.004 -1.186 0.443  O8 0.966
10 H -0.137 -0.681 -1.169  C1 1.094
11 H 0.189 1.240 -2.462  N5 1.009
12 H 0.058 2.249 -1.116  N5 1.012
13 H -2.340 1.548 0.752  C2 1.083
14 H -2.592 0.631 -0.772  C2 1.089
15 H 2.707 1.233 -0.316  C6 1.089
16 H -0.084 -1.685 0.871  C3 1.099
17 H -0.884 -0.762 2.172  C3 1.093
18 H 0.856 -0.704 2.019  C3 1.090
19 H 2.194 -1.822 -0.337  C7 1.092
20 H 3.837 -1.013 -0.501  C7 1.094

The calculation puts the gap between HOMO and LUMO (alpha / beta) at 7.1 / 7.4 eV. For the LUMO energy (alpha / beta), the calculation gives 0.658 / 0.652 eV. Its energy relative to the best compared isomer or geometry (same formula, charge and spin) is 7.2956 eV. Its multiplicity is 1. The calculation puts the total energy at -10401.1284 eV.



[3]
The following is a quantum chemistry calculation of 2 unconnected molecules or ions with the total composition C5H12N2O in a non-equilibrium geometry, from OMol25.

Last columns: bonded neighbours and bond lengths (Å).
CARTESIAN COORDINATES (ANGSTROEM)
1 C 2.514 -0.808 0.294  C2 1.493, N3 1.719, O4 1.332, H6 1.094
2 C 2.174 0.264 1.276  C1 1.493, H7 1.090, H8 1.091, H9 1.094
3 N 1.888 -0.375 -1.247  C1 1.719, O4 1.465, H5 1.030
4 O 1.611 -1.520 -0.377  C1 1.332, N3 1.465
5 H 1.003 0.150 -1.200  N3 1.030
6 H 3.460 -1.336 0.444  C1 1.094
7 H 1.172 0.645 1.075  C2 1.090
8 H 2.875 1.096 1.196  C2 1.091
9 H 2.247 -0.137 2.292  C2 1.094
10 C -1.579 -0.963 -0.739  C11 1.483, N13 1.453, H15 1.086, H16 1.082
11 C -1.641 -0.499 0.668  C10 1.483, N13 1.452, H14 1.083, H17 1.087
12 C -1.801 1.503 -0.780  N13 1.451, H18 1.091, H19 1.091, H20 1.100
13 N -1.048 0.336 -0.362  C10 1.453, C11 1.452, C12 1.451
14 H -0.951 -0.903 1.400  C11 1.083
15 H -2.507 -0.991 -1.303  C10 1.086
16 H -0.849 -1.707 -1.029  C10 1.082
17 H -2.610 -0.208 1.066  C11 1.087
18 H -1.574 2.333 -0.109  C12 1.091
19 H -1.496 1.777 -1.791  C12 1.091
20 H -2.889 1.343 -0.775  C12 1.100

The calculation puts the gap between HOMO and LUMO at 10.0 eV. For the LUMO energy, the calculation gives 1.024 eV. Its energy relative to the best compared isomer or geometry (same formula, charge and spin) is 6.0813 eV. Its multiplicity is 1. The calculation puts the total energy at -10402.3427 eV. Its SMILES is C[C@@H]1NO1.CN1CC1.